55
Properties=species:S:1:pos:R:3:forces:R:3:lowdin_charge:R:1 method="wB97M-V/def2-TZVPD" orbital_gap_ev="3.95 / 3.98" charge=-1 total_energy_ev=-106677.798 e_homo_ha="-0.0959 / -0.0971" multiplicity=3
Ni -0.8152 -1.0537 -0.8508 -0.569 0.889 -1.138 0.24
N 1.9189 -3.9583 0.0317 -0.577 0.532 -0.325 0.11
C 1.8357 -3.6066 1.3633 0.101 -0.067 -0.091 -0.07
C 1.0223 -2.5173 1.4301 0.135 -0.101 0.261 -0.09
N 0.5925 -2.1839 0.1919 1.275 -1.210 -1.380 0.07
C 1.1316 -3.0679 -0.6531 0.542 0.050 2.506 -0.24
C 0.8276 -2.9830 -2.0227 -0.644 0.204 -2.435 -0.24
N -0.1407 -2.1550 -2.4311 1.621 -1.175 0.514 0.03
C -0.2133 -2.2763 -3.7759 -0.011 -0.057 -0.481 -0.11
C 0.7100 -3.1785 -4.2135 0.047 -0.051 0.061 -0.07
N 1.3728 -3.6390 -3.0952 -0.430 0.515 0.630 0.11
H 2.3497 -4.7893 -0.3337 0.008 0.034 0.019 0.15
H 2.3617 -4.1462 2.1234 0.085 -0.111 0.126 0.11
H 0.7176 -1.9534 2.2876 -0.163 0.146 0.179 0.09
H -0.9306 -1.7237 -4.3533 -0.187 0.103 0.035 0.11
H 0.9336 -3.5404 -5.1956 0.070 -0.053 -0.160 0.11
H 2.1768 -4.2407 -3.0826 -0.046 -0.044 -0.043 0.15
S -2.8352 -0.8975 -1.9040 -0.011 -0.919 -0.362 0.64
C -3.2938 0.6942 -2.3291 -0.208 1.787 0.946 -0.77
C -3.9017 0.7524 -3.5909 -0.218 0.135 -0.521 -0.39
N -4.3307 0.7358 -4.6603 -0.284 0.031 -0.519 0.10
C -3.1879 1.8703 -1.5796 0.525 -1.752 -0.357 -0.84
S -2.3352 2.1090 -0.1404 0.175 0.278 0.371 0.57
C -3.8683 3.0118 -2.0365 -0.619 0.967 -0.542 -0.36
N -4.4432 3.9689 -2.3208 -0.083 0.171 -0.171 0.12
C 0.1163 -0.2157 4.4589 -0.534 0.142 -0.152 -0.21
Si -1.6202 0.1575 3.7248 -0.120 -0.085 -0.313 0.45
C -1.9573 2.0267 3.8931 0.104 -0.662 -0.025 -0.19
C -2.9061 -0.7963 4.7654 0.459 0.341 -0.293 -0.20
C -1.6226 -0.3898 1.9759 -0.036 0.233 1.894 -0.26
C -1.4813 -0.6024 0.7855 -0.224 0.321 1.838 -0.33
H 0.2770 0.3155 5.3933 0.002 0.107 0.208 0.01
H 0.9021 0.0841 3.7706 0.102 0.128 -0.172 0.01
H 0.2474 -1.2763 4.6594 -0.052 -0.227 0.019 0.01
H -2.0242 2.3512 4.9292 0.052 -0.051 0.235 0.01
H -2.8936 2.2792 3.4071 -0.170 0.001 -0.194 0.02
H -1.1790 2.6068 3.4070 0.155 0.082 -0.146 0.02
H -2.8358 -0.5344 5.8179 0.046 0.088 0.220 0.01
H -2.7644 -1.8691 4.6766 0.068 -0.195 -0.071 0.01
H -3.9133 -0.5673 4.4327 -0.174 0.068 -0.128 0.02
N 4.1992 4.0441 -0.5902 -0.192 -0.169 -0.263 0.16
C 3.8078 3.2945 -1.6794 1.431 0.926 -0.217 -0.49
O 4.4420 3.3525 -2.7262 -0.525 -0.220 0.463 0.05
C 2.6519 2.4172 -1.4763 -1.584 -1.176 0.006 -0.13
C 2.1535 2.0519 -0.2147 0.598 0.480 -0.656 0.00
C 1.0672 1.2139 -0.1273 -0.591 -0.325 -0.058 -0.12
N 0.4350 0.7052 -1.1945 0.689 -0.193 -0.100 0.04
C 0.8891 1.0694 -2.4012 -0.520 -0.374 0.260 -0.09
C 1.9732 1.8950 -2.5887 0.731 0.669 0.431 0.02
H 4.8992 4.7425 -0.7846 -0.061 -0.044 0.007 0.11
H 3.5343 4.2505 0.1349 0.001 0.024 -0.003 0.09
H 2.6313 2.3974 0.6897 -0.027 -0.027 0.115 0.11
H 0.6581 0.9334 0.8352 -0.110 -0.115 0.001 0.10
H 0.3452 0.6783 -3.2528 -0.029 -0.062 0.043 0.12
H 2.3135 2.1529 -3.5799 -0.020 0.012 -0.073 0.12

59
Properties=species:S:1:pos:R:3:forces:R:3:lowdin_charge:R:1 method="wB97M-V/def2-TZVPD" orbital_gap_ev=5.94 charge=-1 total_energy_ev=-139041.733 e_homo_ha=-0.2038
C -4.4876 0.1344 1.8690 0.143 -0.006 0.045 -0.10
C -3.3061 -0.7515 2.3238 -0.343 -0.106 -0.380 -0.13
B -2.4078 -1.2080 1.0992 -0.082 0.022 0.364 -0.44
O -2.3231 -2.5182 0.7313 -0.231 0.436 -0.611 0.18
C -1.6261 -0.1288 0.2431 0.303 -0.270 0.058 0.03
C -2.1864 0.2162 -0.9765 -0.160 0.031 0.151 -0.21
O -3.3568 -0.4405 -1.3059 -0.010 0.113 0.194 0.05
C -1.6485 1.1709 -1.8416 0.303 0.062 -0.143 -0.09
C -2.3529 1.5044 -3.1354 -0.411 -0.075 0.040 -0.12
C -2.6984 0.3179 -4.0646 0.195 0.127 -0.184 -0.31
C -1.6069 -0.7378 -4.1419 -0.136 -0.206 -0.206 -0.63
I -2.4183 -2.6109 -4.8146 0.070 0.060 0.031 0.75
C -0.4810 1.8017 -1.4085 -0.100 -0.121 0.062 -0.01
C 0.1115 1.4655 -0.1787 -0.003 -0.020 -0.068 -0.02
C -0.4432 0.4914 0.6567 0.077 0.104 -0.182 -0.09
C 0.1848 0.0949 1.9645 -0.182 -0.079 0.153 -0.13
C 1.0088 -1.2060 1.8374 0.218 0.340 -0.133 -0.24
C 2.2253 -1.2415 2.7733 -0.339 -0.377 -0.168 -0.59
Br 3.8513 -1.7024 1.8322 0.153 0.118 -0.061 0.67
C 1.3421 2.2081 0.2037 0.049 -0.089 -0.115 -0.25
O 2.2684 1.7587 0.8292 -0.053 0.100 0.246 0.16
C 1.3728 3.6219 -0.2897 -0.138 0.107 -0.049 -0.13
F 1.9954 4.4978 0.5042 0.139 -0.079 -0.105 0.12
C 0.8413 3.9730 -1.4535 -0.130 0.138 0.248 -0.06
C 0.8311 5.3532 -2.0524 0.001 -0.263 -0.334 -0.07
C 2.1047 6.1355 -1.8289 0.020 0.145 0.091 -0.26
O 2.9919 6.1718 -2.6355 0.038 -0.011 -0.056 0.08
C 0.1872 2.8686 -2.2228 0.158 -0.117 0.065 -0.26
O 0.2305 2.8669 -3.4316 -0.135 0.121 -0.065 0.12
H -4.7863 0.8296 2.6516 -0.131 -0.037 0.041 0.07
H -5.3468 -0.4781 1.5999 -0.060 0.028 -0.027 0.07
H -4.2273 0.7297 0.9930 0.032 0.073 0.005 0.06
H -2.7154 -0.1973 3.0536 0.141 0.006 -0.038 0.09
H -3.6879 -1.6362 2.8394 -0.009 0.031 0.144 0.10
H -3.1458 -2.9833 0.9140 0.252 -0.327 0.445 0.11
H -3.9968 0.2061 -1.6229 -0.011 -0.064 -0.192 0.11
H -1.7862 2.2254 -3.7068 0.126 0.045 0.098 0.10
H -3.2989 1.9982 -2.8773 -0.040 0.038 -0.046 0.13
H -2.8387 0.7323 -5.0643 -0.094 -0.034 -0.034 0.11
H -3.6463 -0.1438 -3.8030 0.030 -0.041 0.182 0.06
H -1.1307 -0.9446 -3.1901 -0.047 -0.069 0.055 0.04
H -0.8506 -0.5039 -4.8833 0.100 0.123 0.098 0.04
H -0.6169 -0.0435 2.6924 0.014 -0.042 0.052 0.11
H 0.8061 0.8974 2.3505 0.089 -0.009 -0.056 0.10
H 0.3654 -2.0654 2.0215 0.031 -0.095 -0.063 0.11
H 1.3615 -1.2853 0.8110 -0.009 -0.048 -0.044 0.09
H 2.3876 -0.2785 3.2439 0.102 -0.002 0.095 0.05
H 2.1149 -2.0331 3.5065 0.058 0.122 0.209 0.06
H 0.6998 5.2361 -3.1282 0.039 0.001 -0.032 0.12
H -0.0352 5.8955 -1.6649 0.057 0.096 0.115 0.13
H 2.1850 6.6979 -0.8832 -0.001 -0.004 0.061 0.12
C 6.0322 -5.5437 2.9091 -0.053 -0.017 -0.009 -0.67
F 6.1522 -4.6143 3.8738 0.032 0.025 0.019 0.09
F 6.3656 -4.9527 1.7478 0.034 0.020 -0.012 0.09
F 6.9602 -6.4872 3.1526 0.047 -0.002 0.005 0.10
S 4.3302 -6.2538 2.8512 0.079 -0.028 0.023 0.42
O 3.5273 -5.0796 2.5835 -0.134 -0.013 0.022 -0.37
O 4.1882 -6.8229 4.1748 -0.045 0.010 0.003 -0.34
O 4.4294 -7.2084 1.7684 -0.041 0.009 -0.005 -0.34

62
Properties=species:S:1:pos:R:3:forces:R:3:lowdin_charge:R:1 method="wB97M-V/def2-TZVPD" orbital_gap_ev=8.84 smiles="CC1=C(CC(=O)Br)C(=O)C=CC1=O.CCOC(=O)C(F)(F)F.CCOC(=O)C(F)(F)F.CCOC(=O)C(F)(F)F" total_energy_ev=-135061.841 e_homo_ha=-0.3838
C -1.2645 4.1514 -1.0259 -0.067 -0.161 -0.118 0.00
C -0.7803 2.8321 -0.5120 0.089 -0.404 -0.216 -0.13
C -0.8444 1.6670 -1.1829 -0.024 0.297 0.261 -0.11
C -1.4114 1.5246 -2.5668 -0.218 0.192 0.018 -0.13
C -0.3123 1.7784 -3.5663 0.220 -0.194 0.109 -0.82
O 0.7695 1.3093 -3.4897 0.165 0.044 -0.039 0.06
Br -0.7613 2.9347 -5.0533 -0.164 0.110 -0.133 0.73
C -0.3706 0.4043 -0.5440 -0.260 -0.422 -0.124 -0.32
O -0.7920 -0.6814 -0.9055 0.358 0.416 0.028 0.10
C 0.6025 0.5331 0.5636 0.033 0.172 0.060 0.04
C 0.6469 1.6740 1.2428 0.283 -0.156 0.092 0.03
C -0.2554 2.7933 0.8876 -0.322 0.199 0.310 -0.33
O -0.5899 3.6207 1.7157 0.261 -0.178 -0.389 0.12
H -0.8087 4.9701 -0.4776 -0.032 0.028 0.071 0.09
H -1.0350 4.2661 -2.0852 -0.015 -0.009 -0.011 0.07
H -2.3476 4.2157 -0.9080 0.012 0.121 0.022 0.09
H -2.2727 2.1641 -2.7325 0.018 0.060 -0.043 0.11
H -1.7089 0.4858 -2.7290 -0.069 -0.032 0.069 0.13
H 1.2264 -0.3170 0.8059 -0.134 -0.091 0.033 0.12
H 1.3113 1.8165 2.0865 -0.122 0.035 0.072 0.12
C -3.3280 1.0996 4.7784 -0.133 -0.060 -0.109 -0.05
C -2.6043 1.8224 3.6647 0.158 0.041 0.347 -0.20
O -3.1968 1.5268 2.3797 -0.028 -0.028 -0.112 0.03
C -4.2749 2.2230 2.0607 0.192 0.068 0.017 -0.40
O -4.8266 3.0585 2.7102 -0.103 -0.010 0.052 0.18
C -4.6929 1.8678 0.6199 -0.019 -0.065 0.258 -0.54
F -4.7131 0.5491 0.4192 -0.046 -0.002 -0.070 0.18
F -3.7846 2.4009 -0.2160 -0.073 0.014 -0.248 0.15
F -5.8851 2.3674 0.3301 0.039 -0.012 -0.064 0.18
H -3.3492 0.0266 4.5867 0.050 -0.008 0.026 0.08
H -2.8163 1.2745 5.7240 0.028 0.009 0.007 0.08
H -4.3545 1.4513 4.8731 0.018 0.047 0.012 0.08
H -1.5749 1.4833 3.5768 -0.013 -0.026 -0.082 0.12
H -2.5988 2.9006 3.8141 -0.057 0.008 -0.068 0.13
C 5.8299 -2.0855 1.9374 -0.158 -0.037 0.077 -0.06
C 5.7896 -0.6265 2.3325 0.305 -0.063 -0.175 -0.19
O 4.4886 -0.2604 2.8453 -0.078 0.038 0.051 0.03
C 4.2601 -0.5570 4.1152 0.070 0.032 -0.138 -0.41
O 5.0038 -1.0803 4.8873 0.020 -0.041 0.069 0.18
C 2.8466 -0.0784 4.5012 0.077 -0.039 0.051 -0.55
F 1.9551 -0.4116 3.5587 -0.127 -0.010 0.008 0.15
F 2.8388 1.2567 4.6220 -0.050 0.032 -0.002 0.16
F 2.4677 -0.6114 5.6532 -0.042 0.028 -0.018 0.18
H 5.0421 -2.3082 1.2176 0.036 0.017 -0.043 0.08
H 6.7919 -2.3178 1.4825 0.019 0.015 -0.011 0.08
H 5.6951 -2.7311 2.8042 0.044 0.019 0.020 0.08
H 5.9375 0.0195 1.4706 -0.089 0.031 0.008 0.13
H 6.5464 -0.3880 3.0780 -0.058 -0.020 0.074 0.13
C 0.3504 -1.9757 -3.7982 0.031 -0.083 -0.213 -0.06
C -0.4911 -3.1436 -3.3401 0.029 0.233 0.293 -0.18
O -0.8872 -3.9747 -4.4554 -0.021 -0.067 -0.044 0.04
C 0.0084 -4.8516 -4.8736 -0.086 0.092 0.072 -0.41
O 1.1005 -5.0464 -4.4303 0.079 -0.027 -0.003 0.17
C -0.5792 -5.6681 -6.0434 0.083 0.039 0.033 -0.55
F -1.1895 -4.8763 -6.9296 -0.015 -0.037 -0.050 0.17
F -1.4771 -6.5436 -5.5725 -0.043 -0.035 -0.031 0.17
F 0.3811 -6.3413 -6.6658 -0.026 -0.033 -0.038 0.17
H -0.1788 -1.3983 -4.5587 -0.017 0.023 0.050 0.09
H 0.5649 -1.3279 -2.9524 -0.007 0.025 0.027 0.06
H 1.2949 -2.3096 -4.2268 0.004 -0.031 0.036 0.09
H -1.4240 -2.8033 -2.8978 -0.048 -0.039 -0.068 0.12
H 0.0322 -3.7538 -2.6060 0.040 -0.065 -0.069 0.13

50
Properties=species:S:1:pos:R:3:forces:R:3:lowdin_charge:R:1 method="wB97M-V/def2-TZVPD" orbital_gap_ev=8.60 smiles="CCC(=O)c1ccc(N2CCN(C(=O)COc3ccc(F)cc3)CC2)c(F)c1" total_energy_ev=-36691.616 e_homo_ha=-0.3001
C -7.2177 0.0842 -1.7914 -0.021 -0.064 0.107 -0.09
C -7.3053 0.2249 -0.2710 -0.096 0.192 -0.051 -0.18
C -6.2340 1.1705 0.2348 -0.479 -0.169 0.089 -0.38
O -6.5154 2.2817 0.6331 0.031 0.016 -0.070 0.09
C -4.8326 0.7064 0.1876 0.668 0.010 0.075 -0.16
C -3.8267 1.6598 0.3682 0.005 -0.182 -0.034 0.06
C -2.5036 1.3044 0.3298 -0.178 0.087 0.036 -0.18
C -2.0777 -0.0230 0.1357 -0.331 0.093 0.062 -0.15
C -3.1062 -0.9654 -0.0388 0.225 0.000 0.007 -0.01
C -4.4374 -0.6151 -0.0186 -0.252 0.315 0.025 -0.03
H -5.1710 -1.3960 -0.1406 -0.099 -0.073 -0.045 0.11
H -2.8486 -2.0038 -0.1702 0.064 -0.098 0.003 0.10
N -0.7651 -0.3943 0.1019 0.147 0.054 -0.102 -0.08
C -0.3531 -1.6426 -0.5038 0.078 -0.140 -0.106 -0.14
H -0.4327 -2.4784 0.2069 -0.031 -0.038 -0.122 0.13
C 1.0868 -1.5252 -0.9858 -0.108 -0.252 -0.272 -0.11
N 1.9725 -1.2908 0.1393 -0.235 0.130 -0.165 -0.03
C 3.1651 -1.9139 0.1681 0.219 0.118 0.200 -0.44
O 3.5378 -2.6527 -0.7250 0.236 -0.247 -0.124 0.06
C 4.0483 -1.6570 1.3961 0.137 -0.195 -0.023 -0.09
O 4.3136 -0.2953 1.6540 -0.003 0.069 0.134 -0.07
C 5.1171 0.3991 0.7898 0.159 0.253 -0.126 -0.26
C 5.6637 -0.1162 -0.3796 -0.190 -0.145 0.253 0.00
C 6.4678 0.6851 -1.1736 0.154 0.400 0.005 0.00
C 6.7134 1.9894 -0.7942 -0.063 -0.156 -0.008 -0.28
C 6.1734 2.5221 0.3639 0.099 -0.051 -0.195 -0.01
C 5.3751 1.7215 1.1533 -0.106 -0.279 -0.019 0.00
H 4.9406 2.1007 2.0645 -0.043 0.051 0.114 0.12
H 6.3807 3.5449 0.6346 0.034 0.107 0.014 0.12
F 7.4966 2.7677 -1.5729 -0.033 -0.026 0.039 0.05
H 6.8991 0.2991 -2.0833 0.052 -0.016 -0.097 0.12
H 5.4691 -1.1286 -0.6930 -0.047 -0.138 -0.012 0.10
H 4.9776 -2.2222 1.2594 -0.178 0.057 -0.033 0.14
H 3.5400 -2.0250 2.2929 0.075 0.012 -0.099 0.14
C 1.4003 -0.5183 1.2240 -0.117 0.218 0.407 -0.11
H 2.1693 0.0954 1.6939 -0.143 -0.070 -0.034 0.12
H 0.9807 -1.1931 1.9833 -0.008 0.117 0.000 0.14
C 0.2965 0.3928 0.6950 0.301 0.189 0.227 -0.12
H -0.0986 0.9648 1.5357 0.099 -0.056 -0.115 0.13
H 0.7200 1.1009 -0.0292 0.010 -0.002 0.153 0.14
H 1.1725 -0.7044 -1.7069 -0.035 -0.095 -0.012 0.14
H 1.4092 -2.4469 -1.4760 -0.110 0.159 0.035 0.13
H -0.9943 -1.8573 -1.3626 0.048 -0.032 0.067 0.13
F -1.5885 2.3038 0.4538 -0.039 -0.172 -0.076 0.05
H -4.0990 2.6932 0.5175 0.006 0.106 0.019 0.13
H -7.2044 -0.7504 0.2065 -0.014 -0.029 0.035 0.11
H -8.2753 0.6450 -0.0002 0.110 -0.027 0.100 0.12
H -7.3462 1.0555 -2.2633 -0.007 0.065 -0.085 0.08
H -6.2529 -0.3174 -2.0924 0.035 -0.032 -0.099 0.07
H -8.0006 -0.5795 -2.1513 -0.027 -0.035 -0.082 0.07